No. 1
Below is a cluster of 10 separate species, C4H28O10 in total, with properties calculated with ωB97M-V/def2-TZVPD.

Geometry (Å):
C -1.86523 2.18887 1.34184
O -1.25930 2.58966 0.09435
H -1.89816 1.09951 1.32410
H -1.30923 2.49134 2.22925
H -2.84614 2.66356 1.36555
H -0.94281 3.48594 0.22898
C 1.08321 -1.13900 4.25692
O 0.49399 -0.92875 5.48128
H 1.28932 -0.11099 3.95891
H 1.98696 -1.74319 4.33633
H 0.42732 -1.66437 3.56275
H 0.20821 -1.80513 5.74937
C 2.08353 2.75372 0.18283
O 3.05693 2.49978 -0.83989
H 2.61834 2.99982 1.10017
H 1.34936 3.49334 -0.13665
H 1.44127 1.89558 0.38082
H 3.64014 3.25852 -0.76389
C -0.01115 -0.89021 0.31813
O -0.74662 -1.42093 -0.77953
H -0.09483 0.18161 0.49785
H -0.15349 -1.40024 1.27086
H 1.03387 -1.07193 0.06708
H -0.20301 -1.38633 -1.57002
O -1.14955 -4.22195 0.08382
H -1.12743 -3.29939 -0.17040
H -1.58148 -4.66229 -0.64815
O 1.38599 0.78615 -2.45116
H 2.07980 1.33272 -2.08221
H 1.85020 0.10591 -2.93902
O -1.35294 1.32772 -2.18826
H -0.41548 1.23030 -2.35533
H -1.40398 1.65326 -1.28957
O 0.95681 -1.94052 -2.65254
H 1.14726 -2.41330 -1.84232
H 1.36053 -2.47021 -3.34005
O -0.74859 -0.34040 -4.41928
H -0.96123 0.38392 -3.83073
H -0.10950 -0.86329 -3.93516
O -3.41322 -1.46627 -0.08971
H -3.40738 -1.68672 0.84174
H -2.49230 -1.49580 -0.34909

Forces on atoms 1 to 6 (eV/Å):
C -0.2 0.1 -0.6
O 0.4 0.2 1.4
H -0.4 0.2 0.0
H 0.3 0.1 -0.1
H -0.2 -0.5 0.3
H 0.0 0.1 -0.4

The value obtained for the HOMO energy is -0.371 Eh. The LUMO energy comes out at 0.016 eV. For the molecular weight, the calculation gives 236.26 g mol⁻¹. The orbital gap comes out at 10.1208 eV. As for the charge: 0. The structure (SMILES) is CO.CO.CO.CO.O.O.O.O.O.O. For the energy above the lowest of the compared OMol25 structures with the same formula, charge and spin, the calculation gives 48.8 kcal per mole.

=====

No. 2
Below is an isolated molecule of C5H5NO2, with properties calculated with ωB97M-V/def2-TZVPD.

Geometry (Å):
C 1.70263 0.15065 -0.51895
C 0.75547 1.18098 -0.32658
C -0.18699 0.68558 0.56820
O -1.59531 0.94796 -0.16010
N -2.21767 -0.24532 -0.53505
C -1.27165 -1.12108 -0.29226
C 0.01816 -0.78922 0.45251
O 1.43684 -1.02671 -0.10263
H 2.49630 0.34059 -1.30202
H 0.79551 2.43973 -0.22980
H -0.40338 1.00822 1.72964
H -1.56398 -2.17623 -0.61509
H 0.03408 -1.39516 1.33213

Forces on atoms 1 to 6 (eV/Å):
C 0.1 6.3 -3.6
C 4.3 3.5 0.8
C -4.7 -0.8 2.8
O -0.1 0.7 1.4
N 5.1 -0.4 1.4
C -2.4 -3.1 -2.2

The value obtained for the HOMO energy is -0.331 Eh. The LUMO energy comes out at 0.475 eV. For the molecular weight, the calculation gives 111.10 g mol⁻¹. The orbital gap comes out at 9.4854 eV. As for the charge: 0. The structure (SMILES) is C1=C[C@H]2ON=C[C@H]2O1. For the energy above the lowest of the compared OMol25 structures with the same formula, charge and spin, the calculation gives 134.7 kcal per mole.

=====

No. 3
Below is an isolated molecule of C4H5IO3, with properties calculated with ωB97M-V/def2-TZVPD.

Geometry (Å):
C 0.72969 -1.47919 0.05844
C 0.64195 0.06567 0.42798
O 0.57363 0.95845 -0.72600
C -0.68279 1.34812 -0.97573
I -1.68243 0.12357 -2.32401
O -1.36609 1.25556 0.47967
C -0.61210 0.44135 1.23842
O -0.85773 0.22608 2.37105
H -0.09653 -1.80183 -0.58398
H 0.78498 -2.13335 1.01098
H 1.63323 -1.50089 -0.69558
H 1.58960 0.11349 1.02749
H -0.65542 2.38296 -1.30874

Forces on atoms 1 to 6 (eV/Å):
C 0.8 0.6 -1.1
C 0.0 -2.0 0.2
O 1.9 -1.1 1.1
C -0.6 0.1 3.5
I -0.7 -0.4 -0.6
O 0.3 0.4 -2.9

The value obtained for the HOMO energy is -0.375 Eh. The LUMO energy comes out at 0.249 eV. For the molecular weight, the calculation gives 227.99 g mol⁻¹. The orbital gap comes out at 10.4397 eV. As for the charge: 0. The structure (SMILES) is C[C@H]1O[C@@H](I)OC1=O. For the energy above the lowest of the compared OMol25 structures with the same formula, charge and spin, the calculation gives 34.4 kcal per mole.

=====

No. 4
Below is a cluster of 9 separate species, C34H59F6IN5O12S in total, with properties calculated with ωB97M-V/def2-TZVPD.

Geometry (Å):
N -0.53212 -0.60550 -0.17888
C -0.14253 -1.58927 0.70462
N 0.60081 -2.56333 0.24850
C 0.85198 -3.36195 1.32197
N 1.56867 -4.45952 1.14675
I 2.06508 -5.90582 2.49837
C 2.05262 -4.70346 -0.22823
C 0.94015 -5.26277 -1.12773
C 1.48491 -5.62130 -2.46468
F 2.71755 -6.20033 -2.51102
C 0.77623 -5.46253 -3.63402
F 0.64466 -4.30667 -4.23566
F 0.11526 -6.40967 -4.25350
N 0.30283 -2.88432 2.46631
C 0.29043 -3.27216 3.86554
C -0.71163 -4.37935 4.19167
O -0.33966 -4.97556 5.43707
C -0.55376 -6.33071 5.45055
O 0.25017 -7.13790 5.07882
N -0.37735 -1.75605 2.03267
S -1.35926 -0.67176 2.88127
O -0.62246 0.53071 3.02127
O -1.88754 -1.21098 4.08007
C -2.87243 -0.20471 1.85316
F -2.68652 0.91477 1.19841
F -3.23046 -1.21998 1.06611
F -3.84650 -0.01974 2.72189
H -1.48757 -0.68470 -0.50189
H -0.36495 0.32847 0.18435
H 2.54623 -3.83699 -0.65844
H 2.80709 -5.48265 -0.19345
H 0.18151 -4.49912 -1.30256
H 0.52182 -6.17727 -0.70061
H 0.07064 -2.44488 4.53354
H 1.30947 -3.52896 4.13714
H -1.70819 -3.94700 4.30744
H -0.74599 -5.13792 3.40972
H -1.52803 -6.66181 5.84023
C -0.93285 -0.03558 -5.82611
C -1.65533 -1.03687 -4.96763
O -2.36840 -0.69410 -4.04664
C -1.44906 -2.49202 -5.30630
H -1.16368 0.97027 -5.48204
H 0.14308 -0.19049 -5.75545
H -1.25443 -0.13380 -6.86439
H -0.39900 -2.74118 -5.21660
H -1.79013 -2.68620 -6.32443
H -2.02244 -3.11174 -4.61863
C 3.15358 0.50310 5.89396
C 3.21460 -0.25745 4.60224
O 2.96166 -1.44536 4.54700
C 3.60314 0.51597 3.36675
H 2.86307 -0.16990 6.69733
H 4.13301 0.92496 6.12480
H 2.41657 1.30143 5.82510
H 4.60056 0.93884 3.49022
H 2.88454 1.31752 3.18884
H 3.60862 -0.15154 2.50601
C 3.78395 0.81852 -4.30169
C 3.22272 1.13149 -5.66702
O 2.18822 0.63534 -6.05358
C 4.00368 2.08659 -6.53145
H 3.12349 0.12094 -3.78997
H 4.77114 0.36406 -4.39911
H 3.85819 1.73236 -3.71067
H 5.00040 1.68627 -6.72418
H 4.08759 3.05509 -6.03603
H 3.48886 2.21884 -7.48063
C -0.52298 3.61583 6.56326
C 0.57695 3.38546 7.57070
O 1.44233 2.55715 7.38133
C 0.54754 4.22983 8.81318
H -0.38583 2.94534 5.71594
H -1.49348 3.41498 7.01912
H -0.49110 4.64700 6.20870
H -0.37874 4.05541 9.36226
H 0.62330 5.28312 8.54622
H 1.38968 3.96311 9.44912
C -6.12673 -1.09407 -2.45844
C -6.71396 -0.78572 -3.81688
O -7.74128 -1.29722 -4.18978
C -5.95177 0.18879 -4.67935
H -6.76795 -1.80533 -1.94170
H -5.13211 -1.52961 -2.57435
H -6.06146 -0.18050 -1.86437
H -4.95201 -0.20170 -4.87840
H -5.87836 1.15427 -4.17562
H -6.47416 0.32439 -5.62374
C 4.79076 -2.17452 -9.74985
C 3.66461 -1.25416 -9.34303
O 3.37786 -0.28052 -9.99760
C 2.91177 -1.60211 -8.08058
H 5.24249 -1.80795 -10.66878
H 5.55240 -2.20202 -8.96872
H 4.40681 -3.18105 -9.92262
H 3.59413 -1.60177 -7.22885
H 2.44702 -2.58497 -8.18270
H 2.13680 -0.86153 -7.90849
C -0.78713 2.56897 -3.72883
C -1.04231 2.32468 -2.26867
O -0.35721 1.55115 -1.63069
C -2.18266 3.08094 -1.63475
H 0.05652 1.96436 -4.05260
H -1.66528 2.28912 -4.31241
H -0.55356 3.62221 -3.89437
H -3.12042 2.82563 -2.13066
H -2.00726 4.15424 -1.71396
H -2.25684 2.81552 -0.58254
C -2.90854 7.55476 8.81046
C -1.45897 7.90555 8.58588
O -0.62155 7.04827 8.41367
C -1.09861 9.36922 8.58598
H -3.02713 6.47352 8.78643
H -3.23540 7.92395 9.78341
H -3.52507 7.99515 8.02556
H -1.34905 9.81534 9.54943
H -1.63844 9.88644 7.79147
H -0.03016 9.47840 8.41474

Forces on atoms 1 to 6 (eV/Å):
N -0.3 0.3 1.5
C 0.8 -0.8 -1.7
N -0.2 -0.2 0.9
C 0.4 -0.7 0.1
N 0.5 0.0 -0.1
I -0.2 0.2 0.1

The value obtained for the HOMO energy is -0.380 Eh. The LUMO energy comes out at -3.470 eV. For the molecular weight, the calculation gives 1002.83 g mol⁻¹. The orbital gap comes out at 6.8762 eV. As for the charge: +1.

=====

> Among the records above, which one has the highest LUMO energy?

C5H5NO2